a:
Formula: C36H99N9O9
Source: the Open Molecules 2025 dataset
Level of theory: the ωB97M-V functional and the def2-TZVPD basis

Positions of all 153 atoms, in Å:
C 0.4159 -2.0997 8.4567
C -0.7176 -2.8633 8.9828
C -1.5544 -3.6065 7.8321
O -2.0843 -2.5602 6.9396
C -3.0721 -3.0443 6.0812
N -0.1349 -3.8754 9.8110
H 1.0686 -2.8300 7.9783
H 0.8697 -1.5601 9.2879
H 0.1224 -1.3820 7.6906
H -1.4061 -2.3497 9.6539
H -2.3690 -4.0864 8.3745
H -0.9477 -4.3884 7.3752
H -3.9721 -3.4057 6.5787
H -2.6194 -3.8705 5.5329
H -3.4086 -2.2525 5.4120
H -0.9529 -4.3415 10.1766
H 0.3279 -3.5624 10.6524
C -7.2253 2.1747 0.2326
C -6.4008 3.4110 0.0781
C -6.4943 3.9443 -1.3617
O -7.8522 4.4243 -1.6536
C -8.3996 4.2451 -2.9947
N -6.6766 4.4584 1.0414
H -8.2252 2.3046 -0.1815
H -7.3598 1.8531 1.2653
H -6.6369 1.4144 -0.2810
H -5.3345 3.2483 0.2348
H -6.0397 3.2973 -2.1120
H -5.9203 4.8659 -1.4578
H -7.8596 5.0400 -3.5091
H -9.3589 4.7575 -3.0683
H -8.1511 3.2363 -3.3243
H -7.1910 4.0181 1.7909
H -7.2754 5.0893 0.5281
C -8.0119 -2.2918 -3.4578
C -8.6359 -3.3675 -4.3211
C -7.7096 -3.8949 -5.4493
O -7.2441 -2.9605 -6.4696
C -8.2677 -2.0767 -6.9486
N -8.9488 -4.4242 -3.3206
H -7.1293 -2.6197 -2.9085
H -8.6739 -1.7386 -2.7916
H -7.5557 -1.4800 -4.0243
H -9.4758 -2.8160 -4.7436
H -8.1377 -4.7613 -5.9534
H -6.7037 -4.1748 -5.1364
H -8.5909 -1.2704 -6.2902
H -9.2251 -2.5377 -7.1911
H -7.9653 -1.7428 -7.9411
H -9.4380 -4.0980 -2.4994
H -8.3267 -5.1973 -3.1322
C -4.8003 -11.5332 -6.0711
C -5.5789 -10.4754 -5.2360
C -4.6351 -9.3636 -4.6241
O -5.2692 -8.7379 -3.4655
C -4.2726 -8.0540 -2.7463
N -6.4389 -9.8635 -6.2369
H -4.2339 -12.0734 -5.3125
H -4.1618 -11.1195 -6.8517
H -5.4405 -12.3376 -6.4333
H -6.0503 -11.0263 -4.4221
H -4.4919 -8.5499 -5.3351
H -3.6675 -9.8353 -4.4531
H -3.2618 -7.9588 -3.1428
H -4.2568 -8.6639 -1.8431
H -4.7149 -7.1198 -2.4003
H -6.7190 -9.0769 -5.6685
H -5.8828 -9.3715 -6.9215
C 13.0823 4.7191 0.8521
C 12.8287 3.4741 0.0276
C 11.3321 3.2652 -0.4110
O 10.6175 2.9459 0.6739
C 9.3001 2.3973 0.5578
N 13.7605 3.5032 -1.0309
H 14.0743 4.7690 1.3012
H 12.3438 4.6463 1.6506
H 12.8036 5.5403 0.1918
H 13.1077 2.6671 0.7052
H 11.3273 2.4121 -1.0893
H 11.0640 4.1932 -0.9160
H 9.2120 1.5080 -0.0663
H 8.6282 3.1912 0.2317
H 8.8642 2.0780 1.5045
H 13.7797 2.6445 -1.5622
H 14.6143 3.4191 -0.4979
C -0.0825 -0.6876 1.4013
C 0.8650 -1.0417 0.3831
C 0.3291 -1.0670 -1.1055
O -0.8994 -1.7966 -1.1534
C -1.6006 -1.7411 -2.4312
N 2.0758 -0.2574 0.6170
H -0.6573 0.2198 1.2159
H 0.4938 -0.5610 2.3178
H -0.8041 -1.4628 1.6589
H 1.0863 -2.0732 0.6573
H 1.0834 -1.4615 -1.7863
H 0.0455 -0.0530 -1.3875
H -0.9613 -1.7844 -3.3130
H -2.0544 -0.7532 -2.3529
H -2.3753 -2.4986 -2.3126
H 2.8374 -0.8081 0.2471
H 2.3010 -0.1365 1.5941
C -1.3319 6.9521 3.5898
C -1.8303 8.2619 3.0329
C -1.0226 9.4795 3.5032
O -1.3550 9.8168 4.8351
C -0.3375 10.5883 5.4863
N -1.9769 8.1700 1.5913
H -1.4833 7.2577 4.6251
H -0.2536 6.8161 3.5073
H -1.7930 6.0193 3.2652
H -2.8250 8.4424 3.4403
H -1.0149 10.2928 2.7775
H 0.0212 9.1661 3.4880
H -0.2209 11.6081 5.1195
H 0.5725 9.9992 5.5995
H -0.6767 10.7212 6.5136
H -2.8125 7.6340 1.4055
H -2.2779 9.0588 1.2176
C 2.5147 7.0103 -2.3012
C 1.7925 6.6514 -3.6321
C 2.7454 5.8364 -4.6201
O 3.9023 6.7268 -4.7656
C 4.9470 6.2169 -5.5206
N 0.7123 5.8551 -3.1768
H 3.4861 7.4615 -2.5032
H 2.5843 6.1550 -1.6290
H 1.9427 7.7488 -1.7396
H 1.3213 7.5478 -4.0353
H 2.4694 5.8015 -5.6740
H 3.0282 4.8921 -4.1548
H 5.1918 5.1853 -5.2677
H 5.8480 6.7819 -5.2816
H 4.6880 6.2849 -6.5772
H 1.0945 4.9459 -2.9593
H 0.3684 6.2758 -2.3254
C 8.7829 -6.2290 1.2049
C 8.9643 -5.2322 2.3357
C 7.8839 -5.2743 3.4161
O 6.5771 -5.2444 2.8991
C 5.5709 -4.7239 3.7877
N 10.2946 -5.2485 2.9507
H 9.3068 -5.8125 0.3445
H 7.7741 -6.3638 0.8148
H 9.3131 -7.1372 1.4915
H 8.9723 -4.2183 1.9356
H 8.0720 -4.4643 4.1208
H 8.0669 -6.0935 4.1115
H 5.9670 -3.8632 4.3265
H 5.1280 -5.3083 4.5942
H 4.8566 -4.3677 3.0454
H 10.3652 -6.0900 3.5046
H 10.4153 -4.4913 3.6081

Results
charge	0
SMILES	COC[C@H](C)N.COC[C@H](C)N.COC[C@H](C)N.COC[C@H](C)N.COC[C@H](C)N.COC[C@H](C)N.COC[C@H](C)N.COC[C@H](C)N.COC[C@H](C)N
LUMO energy	0.308	eV
HOMO-LUMO gap	9.108	eV
HOMO energy	-8.799	eV

These are the Löwdin partial charges, in e, on atoms 1 to 6:
1 C -0.082
2 C -0.475
3 C -0.131
4 O -0.197
5 C -0.139
6 N 0.007

b:
Formula: C36H99N9O9
Source: the Open Molecules 2025 dataset
Level of theory: the ωB97M-V functional and the def2-TZVPD basis

Positions of all 153 atoms, in Å:
C 1.4132 1.6452 -8.2638
C 0.3574 1.1197 -7.2817
C -0.4289 -0.0330 -7.8626
O -1.3109 -0.5801 -6.9193
C -2.4919 -1.1430 -7.4092
N 0.9889 0.8676 -5.9828
H 2.1473 0.8598 -8.4571
H 2.0032 2.4391 -7.8031
H 0.9704 2.0455 -9.1758
H -0.3292 1.9528 -7.0774
H 0.2392 -0.8418 -8.1978
H -0.9139 0.3188 -8.7822
H -3.1258 -1.4867 -6.5942
H -2.2792 -2.0032 -8.0596
H -3.0490 -0.4156 -8.0136
H 1.0056 1.7088 -5.3963
H 0.4470 0.2069 -5.4342
C 4.7701 1.0653 4.0982
C 3.7598 2.2003 3.8948
C 2.4643 1.9247 4.6368
O 1.8661 0.8074 4.0363
C 0.6487 0.4395 4.6430
N 4.3675 3.4525 4.3652
H 4.8236 0.7480 5.1420
H 5.7521 1.2341 3.6604
H 4.4262 0.1463 3.5992
H 3.5006 2.3017 2.8377
H 1.8129 2.8068 4.6372
H 2.6713 1.7439 5.7032
H -0.1053 1.2328 4.6957
H 0.8088 0.1370 5.6839
H 0.1925 -0.3894 4.1061
H 4.3718 3.5011 5.3754
H 5.3049 3.5711 4.0173
C -3.7685 -3.9277 -3.1830
C -3.3990 -2.9072 -4.2585
C -4.0408 -1.5415 -4.1121
O -5.3919 -1.6758 -4.5247
C -5.9549 -0.4963 -5.0541
N -1.9330 -2.7220 -4.1897
H -3.5786 -3.4865 -2.1970
H -3.1738 -4.8375 -3.2306
H -4.8394 -4.1350 -3.1626
H -3.6873 -3.3598 -5.2139
H -3.4438 -0.8303 -4.6919
H -3.9934 -1.2182 -3.0678
H -5.9743 0.3480 -4.3577
H -6.9863 -0.7540 -5.2952
H -5.4270 -0.2076 -5.9695
H -1.4151 -3.5316 -4.5265
H -1.6631 -2.0924 -4.9526
C 2.8382 2.4229 -3.2478
C 1.8395 3.5459 -3.4940
C 2.3600 4.6201 -4.4444
O 3.2545 5.4196 -3.7267
C 3.6890 6.5374 -4.4575
N 0.5299 2.9698 -3.8667
H 2.5430 1.7009 -2.4856
H 3.7963 2.8622 -2.9597
H 3.0324 1.8077 -4.1321
H 1.6864 4.0326 -2.5202
H 1.5338 5.1895 -4.8911
H 2.8012 4.0836 -5.2986
H 3.9879 6.2563 -5.4751
H 4.5602 6.9728 -3.9719
H 2.9140 7.3045 -4.5692
H 0.3673 2.1481 -3.3010
H -0.1917 3.6668 -3.7483
C -0.0095 5.1652 0.6770
C 1.4017 5.3524 1.2210
C 1.4180 5.4267 2.7489
O 0.9102 6.6700 3.1966
C 0.8914 6.6803 4.6088
N 2.2444 4.2229 0.7848
H -0.6313 6.0415 0.8711
H -0.5134 4.3032 1.1090
H 0.0624 5.0912 -0.4112
H 1.8604 6.2507 0.7939
H 2.4116 5.2717 3.1871
H 0.7845 4.6027 3.1105
H 1.8923 6.6238 5.0454
H 0.2725 5.8624 4.9923
H 0.4282 7.6110 4.9341
H 3.1604 4.2230 1.2242
H 2.4554 4.3630 -0.1999
C -3.3051 -1.6020 0.3694
C -3.7179 -0.8257 1.5965
C -4.9906 -1.3344 2.2929
O -6.0604 -1.0364 1.4090
C -7.2728 -1.5753 1.8524
N -2.6303 -0.6752 2.6040
H -4.1501 -1.5637 -0.3219
H -2.9713 -2.6141 0.5926
H -2.5116 -1.0610 -0.1470
H -3.9976 0.1980 1.3206
H -5.1485 -0.8129 3.2439
H -4.9905 -2.4256 2.4121
H -7.3527 -2.6454 1.6176
H -8.1224 -1.1710 1.2942
H -7.4653 -1.3607 2.9074
H -2.0223 0.1023 2.3576
H -3.0981 -0.3811 3.4561
C 1.0370 -0.4895 1.0055
C 0.7999 0.9217 0.4803
C -0.2595 1.1441 -0.5852
O 0.1066 0.6774 -1.8779
C -0.3653 -0.6142 -2.1967
N 0.4883 1.7545 1.6542
H 1.9872 -0.5721 1.5357
H 1.2032 -1.1337 0.1329
H 0.2399 -0.9780 1.5656
H 1.7304 1.3483 0.0822
H -0.3871 2.2259 -0.6915
H -1.2667 0.8343 -0.2822
H -0.1597 -0.7755 -3.2562
H -1.4258 -0.6758 -1.9528
H 0.2298 -1.4113 -1.7340
H 1.0160 1.3519 2.4308
H 0.8419 2.7037 1.5178
C 0.4787 -3.9962 1.5521
C -0.2249 -5.1184 0.7925
C 0.6891 -5.6525 -0.3076
O 0.8459 -4.7508 -1.3797
C -0.2293 -4.6472 -2.2675
N -0.6003 -6.2320 1.6545
H 0.0085 -3.6459 2.4691
H 0.5782 -3.1474 0.8732
H 1.4829 -4.3793 1.7627
H -1.1562 -4.6950 0.4050
H 0.4736 -6.6462 -0.7135
H 1.6721 -5.7859 0.1566
H 0.0538 -4.0628 -3.1374
H -1.0981 -4.1971 -1.7821
H -0.5157 -5.6259 -2.6819
H -1.2054 -5.9241 2.4074
H 0.1625 -6.6994 2.1324
C 2.3277 -4.1111 9.4678
C 1.5463 -3.6185 8.2679
C 2.3656 -3.5391 6.9949
O 1.6151 -2.9778 5.9546
C 2.3602 -2.7274 4.7925
N 0.3324 -4.4522 8.0627
H 1.6549 -4.4972 10.2346
H 2.9019 -3.3064 9.9241
H 2.9502 -4.9732 9.2109
H 1.1526 -2.6190 8.4771
H 2.7073 -4.5485 6.7106
H 3.3304 -3.0336 7.1543
H 1.8126 -2.2006 4.0125
H 2.7306 -3.6368 4.3053
H 3.2109 -2.0930 5.0647
H 0.6793 -5.3783 7.8072
H -0.0920 -4.1195 7.1982

Results
charge	0
SMILES	COC[C@H](C)N.COC[C@H](C)N.COC[C@H](C)N.COC[C@H](C)N.COC[C@H](C)N.COC[C@H](C)N.COC[C@H](C)N.COC[C@H](C)N.COC[C@H](C)N
LUMO energy	0.679	eV
HOMO-LUMO gap	9.031	eV
HOMO energy	-8.352	eV

These are the Löwdin partial charges, in e, on atoms 1 to 6:
1 C -0.069
2 C -0.439
3 C -0.213
4 O -0.200
5 C -0.107
6 N 0.044

Looking at the structures above, b is most stable, and the difference to the next one is 7.208 eV.